C6H6Cl2O2 | ωB97M-V/def2-TZVPD

Properties
- max |F| (hartree/bohr) = 0.088
- E_LUMO (eV) = -0.6069
- energy relative to the best compared isomer or geometry (same formula, charge and spin) (kcal per mole) = 103.11
- HOMO energy (eV) = -8.0
- molecular weight (g/mol) = 181.018
- HOMO-LUMO gap (Eh) = 0.2720

Last column: natural (NBO) charge in e.
Cartesian coordinates (Å):
C (1.6279, 1.8539, -0.5546)  -0.48
C (1.1155, 0.7661, -0.8376)  0.52
C (2.7024, 2.0748, 1.0793)  0.54
C (3.1082, 3.3436, 1.1965)  -0.37
C (-1.3621, -1.8136, -0.9058)  -0.65
C (-0.7127, -0.5205, -0.5024)  -0.06
O (2.9456, 0.9812, 1.5827)  -0.53
O (0.6000, -0.3922, -1.0162)  -0.44
Cl (2.9498, 4.6492, 0.1145)  0.06
Cl (3.7260, 3.6154, 2.8298)  0.03
H (1.8445, 2.8738, -0.7678)  0.29
H (-2.0596, -1.9446, -0.0549)  0.23
H (-1.8517, -1.6967, -1.7998)  0.22
H (-0.8916, -2.8267, -0.8320)  0.25
H (-0.6646, -0.4927, 0.6399)  0.19
H (-1.2187, 0.3721, -0.8212)  0.20